Computed, not measured: a molecular structure, C19H32BGeN7Rh at a distorted geometry, with ωB97M-V/def2-TZVPD.

Values from the calculation:
* ΔE to the lowest compared entry with this formula, charge and spin: 2.032 eV
* E_HOMO: -18.6 eV
* charge: +3

CARTESIAN COORDINATES (ANGSTROEM)
1 Rh 1.34483 -0.58501 -0.10433
2 C -0.38361 -4.35178 -0.79393
3 C -0.41934 -2.98200 -0.97105
4 N 0.60141 -2.44153 -0.27982
5 N 1.30403 -3.42660 0.31775
6 C 0.72075 -4.59094 0.01881
7 B 2.50879 -3.10163 1.22097
8 N 3.54472 -2.36244 0.33979
9 C 4.83877 -2.60886 0.10610
10 C 5.36981 -1.57369 -0.65734
11 C 4.31981 -0.70203 -0.87723
12 N 3.22860 -1.20560 -0.26984
13 N 2.00575 -2.06305 2.24626
14 C 2.05308 -2.07867 3.58029
15 C 1.63417 -0.84119 4.06010
16 C 1.34030 -0.10636 2.93266
17 N 1.55684 -0.86668 1.83154
18 H -1.06722 -5.07891 -1.19843
19 H -1.10570 -2.38181 -1.54519
20 H 1.11378 -5.52229 0.39681
21 H 2.96559 -4.05254 1.75854
22 H 5.31656 -3.49120 0.50363
23 H 6.38118 -1.47724 -1.01431
24 H 4.29845 0.22947 -1.42002
25 H 2.38824 -2.95152 4.11886
26 H 1.55296 -0.53377 5.08849
27 H 1.02033 0.91561 2.85739
28 C -2.09399 5.91830 0.87447
29 C -1.11171 4.75444 0.81725
30 C -1.69780 3.47572 1.40466
31 C -0.70043 2.35502 1.69260
32 Ge -0.23375 1.47682 -0.05371
33 C -1.91892 0.87179 -1.03967
34 C -2.73917 -0.15801 -0.29876
35 C -3.99916 -0.52647 -1.12052
36 C -5.08394 0.54492 -1.11347
37 H -1.70971 6.77706 0.32840
38 H -2.24605 6.24765 1.90352
39 H -3.07303 5.64804 0.47683
40 H -0.18988 5.01946 1.34322
41 H -0.80823 4.58581 -0.22236
42 H -2.55359 3.13541 0.81278
43 H -2.11411 3.69928 2.39999
44 H -1.09838 1.58106 2.34790
45 H 0.22689 2.74007 2.11923
46 H 0.39066 2.56356 -0.95808
47 H -1.58949 0.52482 -2.01864
48 H -2.41733 1.84619 -1.14885
49 H -3.06269 0.22299 0.67320
50 H -2.15490 -1.06345 -0.12487
51 H -4.39099 -1.43304 -0.65497
52 H -3.71257 -0.78247 -2.14394
53 H -5.26325 0.93681 -0.11126
54 H -6.01962 0.11074 -1.46261
55 H -4.87754 1.36904 -1.79893
56 C 1.31757 -0.37375 -4.68102
57 C 1.26933 -0.35441 -3.23599
58 N 1.22944 -0.33904 -2.08985
59 H 1.64681 0.59514 -5.06056
60 H 0.32932 -0.59543 -5.08689
61 H 2.01734 -1.14180 -5.01562

Atom charges from the Mulliken analysis, given in e for atoms 1 to 2:
1. Rh -0.358
2. C -1.359

=====

Computed, not measured: 3 unconnected molecules or ions with the total composition C19H32BO8, with ωB97M-V/def2-TZVPD.

Values from the calculation:
* E_HOMO: -3.7 eV
* charge: -1

CARTESIAN COORDINATES (ANGSTROEM)
1 C -3.32410 1.37361 1.79971
2 C -2.94858 0.49288 0.60534
3 C -3.83548 -0.75130 0.35188
4 C -4.63933 -1.29791 1.53370
5 O -5.86870 -1.85535 1.09245
6 B -5.52882 -3.24720 0.71421
7 O -4.58436 -3.65673 1.83327
8 C -4.01422 -2.48267 2.33216
9 C -2.48277 -2.59420 2.32855
10 C -1.70751 -1.62380 3.19123
11 C -2.23161 -1.12759 4.38862
12 C -1.51652 -0.25126 5.19809
13 C -0.24163 0.14930 4.82711
14 C 0.29943 -0.34346 3.64495
15 C -0.41022 -1.22031 2.82366
16 C 0.25245 -1.74323 1.57231
17 H -3.03295 0.91212 2.74636
18 H -2.79692 2.33098 1.73912
19 H -4.39433 1.58288 1.83008
20 H -1.89874 0.21149 0.70815
21 H -2.98866 1.12391 -0.28955
22 H -4.55757 -0.54521 -0.44125
23 H -3.20541 -1.55004 -0.04122
24 H -4.90808 -0.51288 2.24406
25 H -4.90588 -3.31448 -0.38487
26 H -6.51856 -3.96822 0.61971
27 H -4.35890 -2.36005 3.37066
28 H -2.12500 -2.52988 1.30249
29 H -2.25804 -3.61364 2.66466
30 H -3.22493 -1.42450 4.69624
31 H -1.96152 0.12295 6.11253
32 H 0.33302 0.82788 5.44736
33 H 1.29842 -0.03939 3.34897
34 H 0.49082 -2.80494 1.67883
35 H -0.39613 -1.63456 0.70172
36 H 1.16107 -1.17716 1.36186
37 C 1.83570 -2.85889 -1.55262
38 O 1.24419 -1.58146 -1.79896
39 C 1.85992 -0.85191 -2.72068
40 O 2.84189 -1.17466 -3.34225
41 O 1.20964 0.30325 -2.84444
42 C 1.76280 1.18298 -3.82318
43 H 1.22634 -3.32369 -0.78391
44 H 1.82805 -3.46890 -2.45376
45 H 2.85760 -2.74367 -1.19498
46 H 1.72931 0.72601 -4.81089
47 H 2.79004 1.44137 -3.57080
48 H 1.14598 2.07629 -3.80665
49 C 5.51738 6.23996 -3.01196
50 O 5.04521 4.89620 -3.13389
51 C 5.89164 4.06965 -3.74670
52 O 6.97204 4.36722 -4.18530
53 O 5.33586 2.86239 -3.78966
54 C 6.13238 1.85691 -4.42576
55 H 4.72875 6.78173 -2.49918
56 H 6.43528 6.27177 -2.42825
57 H 5.69455 6.67440 -3.99396
58 H 7.07468 1.72693 -3.89762
59 H 6.32564 2.12348 -5.46293
60 H 5.54538 0.94458 -4.37483

Atom charges from the Mulliken analysis, given in e for atoms 1 to 2:
1. C -1.262
2. C -0.097

=====

Computed, not measured: 10 unconnected molecules or ions with the total composition C19H32Cl14O6 at a distorted geometry, with ωB97M-V/def2-TZVPD.

Values from the calculation:
* ΔE to the lowest compared entry with this formula, charge and spin: 1.064 eV
* E_HOMO: -9.8 eV
* SMILES string: O=C1CCCO1.O=C1CCCO1.O=C1CCCO1.ClCCl.ClCCl.ClCCl.ClCCl.ClCCl.ClCCl.ClCCl

CARTESIAN COORDINATES (ANGSTROEM)
1 O -2.97583 0.62735 1.05816
2 C -3.04381 0.85166 2.25887
3 C -2.16360 1.80754 3.09163
4 C -2.33554 1.23072 4.54998
5 C -3.76455 0.62616 4.41874
6 O -3.80214 0.07057 3.07699
7 H -1.18574 1.72275 2.67157
8 H -2.64692 2.81860 2.88010
9 H -1.60266 0.46331 4.64896
10 H -2.15352 1.92823 5.32896
11 H -3.95902 -0.24532 5.01646
12 H -4.54926 1.40066 4.62299
13 O 5.30034 0.20081 -3.56476
14 C 4.36392 0.94388 -3.62607
15 C 4.17292 2.37001 -3.18928
16 C 2.61600 2.62969 -3.28059
17 C 2.20922 1.47980 -4.25622
18 O 3.20235 0.47832 -4.17621
19 H 4.56661 2.58792 -2.21283
20 H 4.62836 3.05515 -3.95973
21 H 2.25188 2.55544 -2.24508
22 H 2.34276 3.61538 -3.67270
23 H 1.22966 1.05665 -4.05450
24 H 2.27140 1.95004 -5.23871
25 O -7.17387 2.34438 0.14629
26 C -6.70569 1.23110 -0.06393
27 C -6.74521 0.04247 0.98711
28 C -6.43093 -1.11001 0.09539
29 C -5.60003 -0.53817 -1.05044
30 O -6.09659 0.82161 -1.20287
31 H -6.02121 0.15280 1.65689
32 H -7.74028 0.09334 1.52022
33 H -5.94869 -1.93001 0.61711
34 H -7.36997 -1.57906 -0.25441
35 H -4.58393 -0.50939 -0.78366
36 H -5.75785 -1.05002 -1.99585
37 Cl 4.28990 -2.14554 -0.57654
38 C 5.42369 -2.79287 -1.83415
39 Cl 5.07858 -4.46081 -2.39874
40 H 5.45905 -1.99837 -2.55629
41 H 6.31617 -2.95619 -1.16212
42 Cl 2.30331 -0.09424 4.88816
43 C 2.90808 1.48777 4.91074
44 Cl 1.62619 2.68824 4.83975
45 H 3.42699 1.62626 5.86969
46 H 3.46202 1.70994 4.02080
47 Cl 4.91376 0.14046 2.74364
48 C 6.05573 -1.00493 3.40134
49 Cl 5.45128 -1.61540 4.99984
50 H 6.15709 -1.84545 2.73712
51 H 7.02491 -0.64927 3.65730
52 Cl 2.65701 -3.79874 -5.62602
53 C 1.60974 -3.87312 -4.20459
54 Cl 0.81032 -2.32285 -3.88161
55 H 0.83749 -4.62226 -4.27733
56 H 2.21863 -4.01844 -3.40247
57 Cl -1.99816 -2.40620 0.06407
58 C -0.69037 -3.46302 -0.48621
59 Cl -1.15174 -4.43234 -1.92450
60 H 0.07736 -2.76087 -0.86580
61 H -0.24024 -4.11425 0.26433
62 Cl -0.77499 2.31327 -2.40696
63 C -2.24528 1.22880 -1.79617
64 Cl -2.63835 0.02402 -2.93313
65 H -1.89559 0.79714 -0.90596
66 H -3.03417 1.99713 -1.71635
67 Cl 0.39998 0.22042 0.40317
68 C 1.66520 1.42599 0.03525
69 Cl 1.56484 2.82046 1.20602
70 H 2.63667 0.96430 0.08638
71 H 1.49635 1.73656 -0.99125

Atom charges from the Mulliken analysis, given in e for atoms 1 to 2:
1. O -0.405
2. C 0.286

=====

These records have electronic energy values of -90824.4149; -37280.8643; -207820.3734 eV, in the order they appear.